Record 1
Molecular formula: C48H55EuN6O3SSi
Method: DFT, ωB97M-V/def2-TZVPD

Each line ends with the Löwdin spin population.
Geometry (Å):
Eu (-18.7351, -9.6342, -7.4706)  6.08
C (-14.8902, -11.8733, -10.2477)  0.00
N (-15.1873, -10.4897, -10.4690)  0.00
C (-14.2140, -9.7634, -11.2793)  0.00
C (-16.1157, -9.8718, -9.6570)  0.00
O (-16.7567, -10.5611, -8.8463)  0.00
C (-16.3582, -8.4074, -9.7544)  0.00
O (-16.8689, -8.0823, -8.4317)  0.00
C (-16.7459, -6.6743, -8.0995)  0.00
C (-17.1486, -6.7051, -6.6382)  0.00
O (-17.3825, -7.7590, -6.0805)  0.00
N (-17.2534, -5.5181, -6.0376)  0.00
C (-17.6126, -5.5347, -4.6134)  0.00
C (-16.8278, -4.2647, -6.6921)  0.00
H (-14.4632, -12.2506, -11.1668)  0.00
H (-15.8840, -12.3920, -10.0258)  0.00
H (-14.2176, -12.0144, -9.3965)  0.00
H (-13.3282, -9.4419, -10.6472)  0.00
H (-14.5884, -8.9429, -11.8997)  0.00
H (-13.7624, -10.4680, -11.9945)  0.00
H (-17.1676, -8.2118, -10.4854)  0.00
H (-15.4073, -7.8379, -9.9139)  0.00
H (-17.4454, -6.0725, -8.6995)  0.00
H (-15.6987, -6.3959, -8.2993)  0.00
H (-17.7282, -6.5306, -4.3183)  0.00
H (-18.5331, -4.9812, -4.3970)  0.00
H (-16.8351, -5.0110, -4.0417)  0.00
H (-15.8091, -4.3050, -6.9453)  0.00
H (-16.8708, -3.4288, -6.0425)  0.00
H (-17.4092, -4.0236, -7.5996)  0.00
C (-20.6515, -16.8390, -8.6191)  0.00
C (-21.3458, -16.3840, -7.3573)  0.00
C (-22.0578, -17.2626, -6.5289)  0.00
C (-22.6163, -16.8902, -5.3626)  0.00
C (-22.4750, -15.6106, -4.9429)  0.00
C (-21.9102, -14.6319, -5.7363)  0.00
C (-21.3271, -15.0521, -6.9151)  0.00
N (-20.7765, -14.0195, -7.6641)  0.00
C (-19.9968, -12.9427, -7.1995)  0.00
N (-19.2862, -13.2630, -6.1109)  0.00
C (-18.1445, -12.6406, -5.5806)  0.00
C (-17.7989, -11.2648, -5.7434)  -0.02
C (-16.6795, -10.7628, -5.0912)  0.00
C (-15.8532, -11.5416, -4.2612)  0.00
C (-16.1160, -12.8432, -4.2658)  0.00
C (-17.2740, -13.4797, -4.7812)  0.00
C (-17.5579, -14.8867, -4.4634)  0.00
N (-20.0524, -11.8208, -7.8028)  -0.01
C (-21.0367, -11.7689, -8.8310)  0.00
C (-20.7251, -12.4587, -9.9650)  0.00
C (-21.5647, -12.5296, -11.0637)  0.00
C (-22.7874, -11.8399, -11.0436)  0.00
C (-23.0848, -11.0910, -9.8904)  0.00
C (-22.1891, -10.9605, -8.7942)  0.00
C (-22.4936, -9.9825, -7.7487)  0.00
H (-19.9337, -16.1481, -9.0444)  0.00
H (-21.3936, -16.9617, -9.3948)  0.00
H (-20.1447, -17.8123, -8.4335)  0.00
H (-22.0694, -18.3535, -6.8301)  0.00
H (-23.1690, -17.6261, -4.7599)  0.00
H (-22.8640, -15.2915, -3.9582)  0.00
H (-21.7697, -13.5758, -5.5535)  0.00
H (-21.1871, -13.7370, -8.5298)  0.00
H (-19.4233, -14.2014, -5.8183)  0.00
H (-16.5265, -9.6675, -5.1012)  0.00
H (-14.9449, -11.1244, -3.7902)  0.00
H (-15.4784, -13.4588, -3.6464)  0.00
H (-16.6238, -15.4313, -4.3957)  0.00
H (-18.1203, -15.4439, -5.1745)  0.00
H (-18.0657, -14.9523, -3.5066)  0.00
H (-19.6851, -12.8689, -9.9814)  0.00
H (-21.2168, -12.9104, -12.0469)  0.00
H (-23.4647, -11.8074, -11.8626)  0.00
H (-24.0005, -10.5053, -9.8535)  0.00
H (-21.7276, -9.9530, -7.0071)  0.00
H (-23.4221, -10.1550, -7.1825)  0.00
H (-22.4992, -8.9778, -8.1417)  0.00
S (-20.6083, -7.3130, -3.5570)  0.00
C (-20.4179, -8.9488, -2.9912)  0.00
C (-20.4251, -9.4352, -1.7257)  0.00
C (-20.3877, -10.8352, -1.5265)  0.00
C (-20.4510, -11.6798, -2.6813)  0.00
C (-20.3976, -11.1370, -3.9781)  0.00
C (-20.3216, -9.7680, -4.1259)  0.00
N (-20.2635, -9.1064, -5.3301)  0.00
C (-20.4379, -7.8178, -5.2007)  0.00
C (-20.4180, -6.8341, -6.3364)  0.00
C (-20.6544, -5.4944, -6.1016)  0.00
C (-20.5555, -4.6231, -7.1585)  0.00
C (-20.0930, -5.1261, -8.3670)  0.00
C (-19.9534, -6.4585, -8.6070)  0.00
C (-20.0812, -7.4154, -7.5839)  -0.02
H (-20.6158, -8.7640, -0.9126)  0.00
H (-20.4649, -11.1624, -0.5069)  0.00
H (-20.4035, -12.7575, -2.5745)  0.00
H (-20.4217, -11.8716, -4.7202)  0.00
H (-20.8527, -5.2289, -5.1115)  0.00
H (-20.8640, -3.5570, -7.0860)  0.00
H (-19.8526, -4.4067, -9.1963)  0.00
H (-19.5789, -6.8692, -9.6488)  0.00
C (-20.7405, -9.8325, -14.0126)  0.00
Si (-20.5047, -8.4596, -12.6909)  0.00
C (-19.1885, -7.1974, -13.2320)  0.00
C (-22.1810, -7.6227, -12.5752)  0.00
C (-19.8581, -9.0187, -11.0483)  0.00
C (-19.4270, -9.3935, -9.9876)  -0.01
H (-20.9847, -9.3608, -15.0311)  0.00
H (-21.6859, -10.3127, -13.8833)  0.00
H (-19.8792, -10.4511, -14.1154)  0.00
H (-19.5098, -6.6895, -14.1591)  0.00
H (-18.2356, -7.7622, -13.4492)  0.00
H (-18.9781, -6.4673, -12.4235)  0.00
H (-22.3602, -7.1252, -13.6059)  0.00
H (-22.2461, -6.8827, -11.8467)  0.00
H (-22.9196, -8.3482, -12.4152)  0.00

Its spin multiplicity is 7. Its expectation value of S² is 12.017. The electronic energy comes out at -3814.2621 Ha. As for the energy above the lowest of the compared OMol25 structures with the same formula, charge and spin: 3.8 kcal/mol. The charge is 0. The value obtained for the HOMO energy (alpha / beta) is -7.1055 / -7.0780 eV. The molecular weight comes out at 976.1 g mol⁻¹.

Record 2
Molecular formula: C18H22N4O4Y
Method: DFT, ωB97M-V/def2-TZVPD

Each line ends with the natural charge from an NBO analysis.
Geometry (Å):
Y (-0.4712, 0.3507, -0.5960)  2.23
N (-0.2567, 0.8643, -3.0792)  -0.90
C (-1.6591, 0.9635, -3.5808)  -0.31
C (-2.5574, 1.5703, -2.5102)  0.66
O (-3.3331, 2.4437, -2.8366)  -0.58
N (-2.3318, 1.1276, -1.2234)  -0.92
C (-2.5458, 2.2195, -0.2486)  -0.38
C (-1.1974, 2.9534, -0.0045)  0.78
O (-1.1304, 3.9296, 0.6984)  -0.60
O (-0.1536, 2.3704, -0.6064)  -0.94
H (0.1072, 1.8094, -3.0079)  0.41
H (0.3134, 0.3948, -3.7724)  0.39
H (-2.0248, -0.0228, -3.8574)  0.20
H (-1.7493, 1.6042, -4.4506)  0.23
H (-2.9524, 1.8680, 0.6960)  0.22
H (-3.2396, 2.9520, -0.6469)  0.28
C (0.0378, -3.1773, -3.7214)  -0.24
C (1.2132, -3.8056, -3.3462)  -0.12
C (1.7738, -3.5031, -2.1177)  -0.21
C (1.1609, -2.5668, -1.2977)  0.18
N (0.0727, -1.8930, -1.6995)  -0.54
C (-0.4819, -2.2234, -2.8715)  0.07
C (1.6022, -2.3347, 0.1117)  0.17
C (2.5956, -3.1060, 0.6896)  -0.21
C (2.8577, -2.9791, 2.0428)  -0.12
C (2.1007, -2.0952, 2.7852)  -0.23
C (1.1513, -1.3344, 2.1291)  0.07
N (0.9103, -1.4206, 0.8162)  -0.54
H (-0.4643, -3.4125, -4.6502)  0.25
H (1.6772, -4.5419, -3.9902)  0.24
H (2.6705, -4.0141, -1.8022)  0.23
H (-1.3914, -1.7018, -3.1313)  0.21
H (3.1494, -3.8270, 0.1065)  0.23
H (3.6264, -3.5826, 2.5088)  0.24
H (2.2395, -1.9833, 3.8517)  0.24
H (0.5575, -0.6161, 2.6685)  0.22
C (-0.8278, 2.5711, 3.7156)  -0.44
C (0.6928, 2.4718, 3.5809)  -0.43
C (0.8557, 1.9793, 2.1548)  -0.08
O (-0.3314, 1.1616, 1.8926)  -0.64
C (-1.2820, 1.3301, 2.9837)  -0.06
H (-1.1959, 3.4575, 3.2032)  0.25
H (-1.1719, 2.5771, 4.7481)  0.23
H (1.0962, 1.7495, 4.2952)  0.20
H (1.1987, 3.4242, 3.7288)  0.24
H (1.7366, 1.3547, 2.0099)  0.18
H (0.8595, 2.7947, 1.4396)  0.24
H (-1.2273, 0.4472, 3.6250)  0.17
H (-2.2806, 1.4008, 2.5669)  0.20

Its spin multiplicity is 1. The electronic energy comes out at -1257.3663 Ha. As for the energy above the lowest of the compared OMol25 structures with the same formula, charge and spin: 31.5 kcal/mol. The charge is +1. The value obtained for the HOMO energy is -11.5463 eV. The molecular weight comes out at 447.3 g mol⁻¹.

Record 3
Molecular formula: C2H3ClS
Method: DFT, ωB97M-V/def2-TZVPD

Each line ends with the natural charge from an NBO analysis.
Geometry (Å):
C (-0.4850, 0.0983, 0.3807)  -0.61
C (0.6701, 0.0980, -0.4669)  -0.14
S (-1.5470, -1.3720, -0.0988)  -0.05
Cl (2.1082, -0.4948, 0.0806)  0.11
H (-0.3829, 0.0804, 1.4368)  0.23
H (-1.0352, 1.0428, 0.1535)  0.23
H (0.6718, 0.5474, -1.4858)  0.23

Its spin multiplicity is 1. The electronic energy comes out at -936.2785 Ha. As for the energy above the lowest of the compared OMol25 structures with the same formula, charge and spin: 49.2 kcal/mol. The charge is 0. The value obtained for the HOMO energy (alpha / beta) is -8.9409 / -8.3001 eV. The molecular weight comes out at 94.6 g mol⁻¹.

Repeat the second record exactly.
Molecular formula: C18H22N4O4Y
Method: DFT, ωB97M-V/def2-TZVPD

Each line ends with the natural charge from an NBO analysis.
Geometry (Å):
Y (-0.4712, 0.3507, -0.5960)  2.23
N (-0.2567, 0.8643, -3.0792)  -0.90
C (-1.6591, 0.9635, -3.5808)  -0.31
C (-2.5574, 1.5703, -2.5102)  0.66
O (-3.3331, 2.4437, -2.8366)  -0.58
N (-2.3318, 1.1276, -1.2234)  -0.92
C (-2.5458, 2.2195, -0.2486)  -0.38
C (-1.1974, 2.9534, -0.0045)  0.78
O (-1.1304, 3.9296, 0.6984)  -0.60
O (-0.1536, 2.3704, -0.6064)  -0.94
H (0.1072, 1.8094, -3.0079)  0.41
H (0.3134, 0.3948, -3.7724)  0.39
H (-2.0248, -0.0228, -3.8574)  0.20
H (-1.7493, 1.6042, -4.4506)  0.23
H (-2.9524, 1.8680, 0.6960)  0.22
H (-3.2396, 2.9520, -0.6469)  0.28
C (0.0378, -3.1773, -3.7214)  -0.24
C (1.2132, -3.8056, -3.3462)  -0.12
C (1.7738, -3.5031, -2.1177)  -0.21
C (1.1609, -2.5668, -1.2977)  0.18
N (0.0727, -1.8930, -1.6995)  -0.54
C (-0.4819, -2.2234, -2.8715)  0.07
C (1.6022, -2.3347, 0.1117)  0.17
C (2.5956, -3.1060, 0.6896)  -0.21
C (2.8577, -2.9791, 2.0428)  -0.12
C (2.1007, -2.0952, 2.7852)  -0.23
C (1.1513, -1.3344, 2.1291)  0.07
N (0.9103, -1.4206, 0.8162)  -0.54
H (-0.4643, -3.4125, -4.6502)  0.25
H (1.6772, -4.5419, -3.9902)  0.24
H (2.6705, -4.0141, -1.8022)  0.23
H (-1.3914, -1.7018, -3.1313)  0.21
H (3.1494, -3.8270, 0.1065)  0.23
H (3.6264, -3.5826, 2.5088)  0.24
H (2.2395, -1.9833, 3.8517)  0.24
H (0.5575, -0.6161, 2.6685)  0.22
C (-0.8278, 2.5711, 3.7156)  -0.44
C (0.6928, 2.4718, 3.5809)  -0.43
C (0.8557, 1.9793, 2.1548)  -0.08
O (-0.3314, 1.1616, 1.8926)  -0.64
C (-1.2820, 1.3301, 2.9837)  -0.06
H (-1.1959, 3.4575, 3.2032)  0.25
H (-1.1719, 2.5771, 4.7481)  0.23
H (1.0962, 1.7495, 4.2952)  0.20
H (1.1987, 3.4242, 3.7288)  0.24
H (1.7366, 1.3547, 2.0099)  0.18
H (0.8595, 2.7947, 1.4396)  0.24
H (-1.2273, 0.4472, 3.6250)  0.17
H (-2.2806, 1.4008, 2.5669)  0.20

Its spin multiplicity is 1. The electronic energy comes out at -1257.3663 Ha. As for the energy above the lowest of the compared OMol25 structures with the same formula, charge and spin: 31.5 kcal/mol. The charge is +1. The value obtained for the HOMO energy is -11.5463 eV. The molecular weight comes out at 447.3 g mol⁻¹.